# C3H9NO2S

A cluster of 2 separate species, C3H9NO2S in total (ωB97M-V with the def2-TZVPD basis set, the Open Molecules 2025 dataset).

```
! wB97M-V def2-TZVPD RIJCOSX def2/J DEFGRID3
* xyz 0 1
O -0.142 -0.333 -2.366
C -0.234 0.600 -1.594
N -0.962 0.581 -0.443
C -0.578 1.309 0.713
C 0.098 0.437 1.780
S 1.895 0.120 1.357
H 0.462 1.455 -1.665
H -1.497 -0.277 -0.399
H 0.135 2.112 0.530
H -1.404 1.866 1.167
H 0.221 0.892 2.761
H -0.373 -0.523 1.972
H 1.921 0.546 0.076
O -1.829 -2.366 -0.828
H -1.829 -2.253 -1.789
H -1.086 -2.951 -0.738
*
```

- SMILES: O=CNCCS.O
- HOMO energy: -0.3392 hartree

Mulliken population analysis, charges in e, atoms 1 to 8: -0.550 -0.062 -0.020 -0.968 -0.428 -0.206 0.420 0.261



# C5H8N

The ion C5H8N with charge +1 (ωB97M-V with the def2-TZVPD basis set, the Open Molecules 2025 dataset).

```
! wB97M-V def2-TZVPD RIJCOSX def2/J DEFGRID3
* xyz 1 1
C -1.675 1.337 -0.340
C -0.482 1.393 0.511
N 0.381 0.402 0.503
C 1.632 -0.100 1.048
C 1.006 -0.871 0.209
C 0.827 -2.007 -0.636
H -1.786 0.316 -0.737
H -2.597 1.611 0.132
H -1.621 2.213 -0.949
H -0.363 2.351 0.931
H 2.240 0.149 1.795
H 1.884 -2.368 -0.748
H 0.421 -1.790 -1.693
H 0.133 -2.635 -0.025
*
```

- SMILES: C/C=[N+]1C=C/1C
- HOMO energy: -0.5250 hartree

Mulliken population analysis, charges in e, atoms 1 to 8: -1.070 0.278 -0.115 -0.435 0.464 -0.813 0.263 0.358



# C12H22ClGaI2N2P2

A structure of composition C12H22ClGaI2N2P2 (ωB97M-V with the def2-TZVPD basis set, the Open Molecules 2025 dataset).

```
! wB97M-V def2-TZVPD RIJCOSX def2/J DEFGRID3
* xyz 2 1
I 0.035 1.989 -0.549
I 0.051 -1.987 -0.450
Ga -0.044 -0.054 -2.546
P -2.419 -0.015 -1.714
C -2.947 0.105 0.035
C -3.324 1.345 -2.532
H -4.403 1.131 -2.488
H -4.382 -1.305 -2.292
H -2.999 1.416 -3.578
H -2.968 -1.737 -3.321
H -2.346 0.859 0.558
H -3.098 2.293 -2.036
C -3.297 -1.503 -2.300
H -4.019 0.383 0.060
H -3.066 -2.354 -1.654
H -2.805 -0.850 0.560
P 2.419 -0.019 -1.702
C 2.953 -0.004 0.054
C 3.373 -1.414 -2.412
H 2.922 1.586 -3.439
H 4.357 1.244 -2.392
H 3.030 2.324 -1.811
C 3.270 1.435 -2.405
H 3.060 -1.577 -3.450
H 4.443 -1.161 -2.384
H 4.019 -0.296 0.092
H 2.343 -0.705 0.639
H 3.183 -2.330 -1.846
H 2.831 0.996 0.486
Cl 0.022 -0.116 -4.669
N 0.054 0.027 7.583
C 0.052 0.048 6.412
C 0.006 0.030 4.962
C -0.656 -1.005 4.282
C -0.671 -0.941 2.879
N -0.070 0.031 2.218
C 0.570 0.996 2.848
C 0.634 1.045 4.242
H -1.163 -1.816 4.793
H -1.131 -1.734 2.291
H 1.018 1.784 2.242
H 1.162 1.857 4.735
*
```

- HOMO energy (spin up / spin down): -0.5769 / -0.5762 hartree

Mulliken population analysis, charges in e, atoms 1 to 8: 0.175 0.258 0.915 0.271 -0.920 -1.186 0.445 0.422



# C44H68Br2F18N4O17P

A cluster of 7 separate species, C44H68Br2F18N4O17P in total (ωB97M-V with the def2-TZVPD basis set, the Open Molecules 2025 dataset).

```
! wB97M-V def2-TZVPD RIJCOSX def2/J DEFGRID3
* xyz 1 1
C -1.674 8.564 -3.390
C -0.454 8.515 -2.448
C -0.816 8.538 -0.942
C -0.083 7.487 -0.086
C -1.030 6.473 0.606
C -0.583 5.020 0.432
C -0.577 4.631 -1.062
N -1.111 3.235 -1.356
C 0.003 2.537 -1.811
N 0.784 1.845 -1.028
C 0.556 1.778 0.426
C -0.080 0.493 0.923
O -1.174 0.144 0.086
C -1.518 -1.173 0.178
O -1.381 -1.764 1.190
C -2.094 -1.723 -1.083
C -3.637 -1.660 -1.113
C 1.965 1.144 -1.560
P 1.587 -0.541 -2.151
O 1.033 -1.389 -1.088
O 2.963 -1.075 -2.757
O 0.674 -0.288 -3.416
N 0.265 2.670 -3.163
C -0.919 3.381 -3.722
C -1.974 3.176 -2.624
C -2.501 1.716 -2.669
N -3.594 1.570 -3.619
C -3.138 4.137 -2.510
Br -3.782 4.422 -0.755
C -3.820 4.726 -3.476
C -5.026 5.598 -3.278
Br -3.314 4.557 -5.288
H -1.850 7.603 -3.882
H -2.583 8.859 -2.863
H -1.528 9.289 -4.193
H 0.190 9.368 -2.668
H 0.131 7.617 -2.669
H -1.897 8.398 -0.853
H -0.618 9.540 -0.555
H 0.632 6.941 -0.710
H 0.497 7.985 0.693
H -2.022 6.576 0.159
H -1.150 6.715 1.664
H 0.428 4.926 0.840
H -1.264 4.357 0.970
H 0.455 4.707 -1.419
H -1.188 5.340 -1.623
H -0.039 2.635 0.719
H 1.530 1.858 0.913
H 0.640 -0.321 0.977
H -0.430 0.697 1.940
H -1.684 -1.143 -1.909
H -1.735 -2.747 -1.184
H -4.077 -2.649 -0.991
H -3.962 -1.284 -2.081
H -4.028 -1.010 -0.330
H 2.695 1.064 -0.754
H 2.430 1.738 -2.347
H 3.581 -1.218 -2.023
H 0.247 -1.108 -3.717
H 1.105 3.240 -3.256
H -1.246 2.816 -4.597
H -0.729 4.398 -4.063
H -1.691 1.037 -2.955
H -2.804 1.478 -1.644
H -3.486 0.732 -4.176
H -4.482 1.479 -3.143
H -5.866 5.009 -2.904
H -5.298 6.099 -4.202
H -4.809 6.367 -2.531
C -4.122 3.299 3.291
C -5.265 4.145 2.774
O -5.958 4.807 3.848
C -5.399 5.933 4.271
O -4.398 6.440 3.856
C -6.264 6.565 5.388
F -6.675 5.642 6.259
F -7.340 7.141 4.835
F -5.567 7.491 6.035
H -4.483 2.577 4.024
H -3.661 2.757 2.463
H -3.363 3.918 3.770
H -6.016 3.530 2.284
H -4.918 4.894 2.061
C -1.801 -2.853 3.933
C -1.694 -3.875 5.042
O -1.432 -3.235 6.313
C -2.485 -2.745 6.944
O -3.627 -2.767 6.587
C -2.045 -2.130 8.293
F -0.931 -1.400 8.154
F -1.802 -3.107 9.176
F -3.004 -1.346 8.777
H -0.904 -2.236 3.892
H -1.927 -3.356 2.978
H -2.657 -2.198 4.096
H -0.851 -4.544 4.886
H -2.597 -4.479 5.122
C -1.210 -5.783 -6.815
C -2.555 -5.158 -7.100
O -3.000 -4.347 -5.979
C -2.531 -3.122 -5.918
O -1.775 -2.567 -6.660
C -3.140 -2.399 -4.693
F -3.110 -3.156 -3.595
F -4.399 -2.031 -4.932
F -2.429 -1.282 -4.428
H -1.245 -6.365 -5.894
H -0.934 -6.445 -7.635
H -0.437 -5.022 -6.712
H -3.329 -5.911 -7.214
H -2.538 -4.542 -7.997
C 5.657 -3.256 -3.492
C 6.137 -2.657 -2.191
O 6.742 -3.641 -1.339
C 8.026 -3.908 -1.554
O 8.742 -3.418 -2.373
C 8.496 -4.941 -0.505
F 7.598 -5.921 -0.360
F 8.626 -4.317 0.677
F 9.660 -5.472 -0.847
H 4.990 -4.096 -3.298
H 5.118 -2.511 -4.078
H 6.494 -3.619 -4.086
H 5.302 -2.285 -1.595
H 6.832 -1.833 -2.354
C 7.989 -5.036 3.604
C 7.538 -5.977 4.697
O 7.216 -5.251 5.906
C 6.014 -4.705 5.948
O 5.167 -4.734 5.103
C 5.803 -4.007 7.313
F 6.882 -3.306 7.673
F 5.562 -4.929 8.254
F 4.762 -3.181 7.249
H 8.834 -4.437 3.945
H 8.295 -5.606 2.731
H 7.184 -4.361 3.316
H 8.328 -6.666 4.985
H 6.671 -6.562 4.389
C 1.802 -3.280 1.429
C 0.817 -4.011 0.543
O 1.311 -5.325 0.200
C 1.097 -6.269 1.106
O 0.543 -6.153 2.158
C 1.637 -7.622 0.585
F 2.840 -7.480 0.017
F 0.792 -8.107 -0.339
F 1.732 -8.496 1.577
H 2.780 -3.225 0.948
H 1.440 -2.271 1.622
H 1.924 -3.788 2.384
H 0.688 -3.495 -0.406
H -0.155 -4.100 1.023
*
```

- HOMO energy: -0.4327 hartree

Mulliken population analysis, charges in e, atoms 1 to 8: -1.057 -0.387 -0.974 -0.743 -0.942 -1.311 -0.915 0.956



# Cl3F2NP2S

An isolated molecule of Cl3F2NP2S (ωB97M-V with the def2-TZVPD basis set, the Open Molecules 2025 dataset).

```
! wB97M-V def2-TZVPD RIJCOSX def2/J DEFGRID3
* xyz 0 1
F -2.089 -1.084 0.148
P -1.540 0.316 0.809
S -2.879 1.094 1.889
N -0.159 0.802 0.172
P 1.088 -0.071 -0.448
F 1.195 -0.751 1.133
Cl 2.852 0.793 -0.142
Cl 0.952 -1.905 -1.233
Cl 0.580 0.807 -2.328
*
```

- SMILES: FP(=S)=NP(F)(Cl)(Cl)Cl
- HOMO energy: -0.3802 hartree

Mulliken population analysis, charges in e, atoms 1 to 8: -0.209 0.740 -0.229 -0.307 0.933 -0.379 -0.139 -0.121



Number 1: DFT total energy -723.12249 Eh. Number 2: DFT total energy -249.67309 Eh. Number 3: DFT total energy -4242.46107 Eh. Number 4: DFT total energy -10502.44271 Eh. Number 5: DFT total energy -2716.07151 Eh.